Computed, not measured: the molecule C4H11NOSi, with ωB97M-V/def2-TZVPD.

```
! wB97M-V def2-TZVPD RIJCOSX def2/J DEFGRID3
* xyz 0 1
C -2.723 -0.564 -0.702
O -1.444 -0.685 -1.396
C -0.096 -0.609 -1.147
C 0.567 -1.000 -2.454
N 0.678 -0.311 -0.188
Si 0.330 0.276 1.400
C 1.931 1.128 1.946
H -3.373 -0.025 -1.386
H -3.095 -1.572 -0.524
H -2.622 -0.029 0.243
H 1.029 -1.975 -2.335
H -0.163 -1.041 -3.255
H 1.344 -0.279 -2.689
H -0.786 1.241 1.455
H -0.033 -0.844 2.279
H 2.243 0.789 2.927
H 2.739 0.923 1.251
H 1.809 2.206 2.002
*
```

Properties
HOMO ... -9.4 eV
Energy above the lowest of the compared OMol25 structures with the same formula, charge and spin ... 0.963 eV
Calculated total energy ... -15741.0627 eV

Partial charges, Löwdin, in e: C -0.02; O -0.11; C -0.48; C -0.02; N -0.03; Si 0.52; C -0.25; H 0.09; H 0.09; H 0.06; H 0.08; H 0.07; H 0.08; H -0.05; H -0.06; H 0.01; H 0.01; H 0.01



Computed, not measured: a cluster of 2 separate species, C4H11NPS in total, with ωB97M-V/def2-TZVPD.

```
! wB97M-V def2-TZVPD RIJCOSX def2/J DEFGRID3
* xyz 1 1
C 0.018 -1.248 1.772
C -0.106 0.731 -1.897
C -0.584 1.659 0.420
C -0.265 -1.515 0.324
N 0.256 0.800 -0.495
P 0.927 -2.156 -0.833
S 2.643 -1.934 0.087
H -0.443 -2.138 2.240
H 1.238 -1.224 1.933
H -0.424 -0.229 2.037
H -1.275 0.568 -2.137
H 0.097 1.735 -2.300
H 0.414 -0.057 -2.385
H -0.040 2.090 1.308
H -0.941 2.488 -0.252
H -1.435 1.083 0.651
H -1.332 -1.419 -0.044
H 1.252 0.766 -0.430
*
```

Properties
HOMO (spin up / spin down) ... -13.4 / -13.3 eV
Energy above the lowest of the compared OMol25 structures with the same formula, charge and spin ... 3.480 eV
Calculated total energy ... -25930.0793 eV

Partial charges, Löwdin, in e: C -0.17; C -0.13; C -0.04; C -0.39; N -0.12; P 0.53; S 0.29; H 0.11; H 0.06; H 0.08; H 0.15; H 0.10; H 0.02; H 0.12; H 0.11; H 0.06; H 0.11; H 0.10



Computed, not measured: a cluster of 2 separate species, C4H11NS in total, with ωB97M-V/def2-TZVPD.

```
! wB97M-V def2-TZVPD RIJCOSX def2/J DEFGRID3
* xyz 0 1
C -0.361 4.022 0.439
C 0.741 3.294 0.652
N 0.748 1.903 0.787
H -0.197 5.071 0.239
H -1.336 3.563 0.462
H 1.702 3.739 0.864
H -0.143 1.443 0.774
H 1.328 1.560 1.541
C -0.838 -3.569 -0.877
C -0.057 -2.522 -0.064
S 0.063 -0.904 -0.960
H -1.703 -3.095 -1.338
H -0.224 -4.020 -1.649
H -1.228 -4.298 -0.165
H -0.571 -2.200 0.838
H 0.935 -2.887 0.182
H 1.141 -1.101 -1.724
*
```

Properties
HOMO ... -8.1 eV
Energy above the lowest of the compared OMol25 structures with the same formula, charge and spin ... 1.057 eV
Calculated total energy ... -16650.7367 eV

Partial charges, Löwdin, in e: C -0.03; C -0.30; N 0.01; H 0.03; H 0.04; H 0.10; H 0.03; H 0.08; C -0.18; C -0.58; S 0.68; H 0.06; H 0.07; H 0.07; H 0.05; H 0.06; H -0.16



Computed, not measured: a cluster of 2 separate species, C4H11NS in total, with ωB97M-V/def2-TZVPD.

```
! wB97M-V def2-TZVPD RIJCOSX def2/J DEFGRID3
* xyz 0 1
C -0.553 1.294 -0.879
N -1.789 2.013 -0.653
C -2.620 0.939 -0.140
C 2.268 -3.009 0.507
S 1.669 -1.297 0.318
C 0.532 1.616 0.136
H -0.080 1.546 -1.781
H -0.565 0.136 -0.786
H -3.428 1.373 0.369
H -2.928 -0.008 -0.718
H -2.043 0.268 0.704
H 1.742 -3.438 1.394
H 2.269 -3.694 -0.373
H 3.335 -2.808 0.785
H 0.215 0.917 1.019
H 0.455 2.686 0.351
H 1.521 1.467 -0.252
*
```

Properties
HOMO ... -7.0 eV
Energy above the lowest of the compared OMol25 structures with the same formula, charge and spin ... 7.251 eV
Calculated total energy ... -16644.5428 eV

Partial charges, Löwdin, in e: C -0.39; N 0.11; C -0.16; C -0.60; S 0.46; C -0.17; H 0.10; H 0.08; H 0.04; H 0.13; H 0.15; H 0.01; H 0.02; H 0.01; H 0.07; H 0.08; H 0.04



Computed, not measured: the molecule C4H11NS, with ωB97M-V/def2-TZVPD.

```
! wB97M-V def2-TZVPD RIJCOSX def2/J DEFGRID3
* xyz 0 1
C 0.398 -0.615 1.261
C 0.218 -0.010 -0.107
C 0.362 1.511 -0.015
N 1.304 -0.617 -0.909
C -1.092 -0.558 -0.748
S -2.685 0.096 -0.129
H 1.404 -0.328 1.567
H -0.370 -0.225 1.960
H 0.432 -1.669 1.192
H 1.277 1.694 0.616
H -0.450 1.986 0.413
H 0.519 1.969 -1.007
H 1.265 -0.271 -1.836
H 2.246 -0.222 -0.636
H -1.061 -1.646 -0.703
H -0.859 -0.309 -1.767
H -2.909 -0.787 0.848
*
```

Properties
HOMO ... -9.2 eV
Energy above the lowest of the compared OMol25 structures with the same formula, charge and spin ... 0.350 eV
Calculated total energy ... -16651.4429 eV

Partial charges, Löwdin, in e: C -0.08; C -0.71; C -0.06; N 0.04; C -0.50; S 0.71; H 0.08; H 0.09; H 0.07; H 0.10; H 0.03; H 0.09; H 0.05; H 0.11; H 0.08; H 0.06; H -0.15



Computed, not measured: a cluster of 2 separate species, C4H11NS in total, with ωB97M-V/def2-TZVPD.

```
! wB97M-V def2-TZVPD RIJCOSX def2/J DEFGRID3
* xyz 0 1
C 0.484 1.025 1.352
C 0.077 -0.694 1.056
C 0.098 0.254 -0.019
S -0.763 -3.102 -0.939
C -1.066 -1.662 -1.969
N 1.175 2.438 0.873
H -0.466 1.234 1.824
H 1.095 0.830 2.254
H 0.932 -1.355 1.047
H -0.946 -1.020 1.361
H -0.743 0.811 -0.413
H 0.842 0.174 -0.817
H -0.121 -1.217 -2.249
H -1.551 -0.871 -1.410
H -1.681 -1.973 -2.801
H 0.507 2.861 0.251
H 2.127 2.267 0.599
*
```

Properties
HOMO ... -6.7 eV
Energy above the lowest of the compared OMol25 structures with the same formula, charge and spin ... 6.355 eV
Calculated total energy ... -16645.4380 eV

Partial charges, Löwdin, in e: C -0.20; C -0.05; C -0.19; S 0.30; C -0.68; N 0.04; H 0.11; H 0.14; H 0.09; H 0.12; H 0.12; H 0.12; H -0.01; H -0.02; H 0.01; H 0.05; H 0.05